A cluster of 2 separate species, C12H16Si in total at a distorted geometry. Source: OMol25; level of theory: wB97M-V/def2-TZVPD.

CARTESIAN COORDINATES (ANGSTROEM)
H: 4.272 3.014 -1.690
C: 2.049 -0.334 1.364
H: -0.146 -2.020 -1.972
H: 2.700 2.930 -0.948
C: -2.799 0.669 0.922
H: 4.589 0.490 -1.505
H: -0.585 -2.989 -0.463
C: -1.032 -0.029 -0.396
C: 1.592 -1.400 1.904
H: 1.961 0.636 1.964
H: 1.329 -1.490 2.983
H: -1.599 -2.840 -2.160
H: -1.116 2.964 -0.196
H: -3.301 1.396 1.476
H: 2.459 -1.409 -1.435
H: 1.499 -2.319 1.398
C: -3.081 -1.336 -0.209
C: -1.752 -1.170 -0.681
H: 0.228 1.986 0.504
H: -4.671 -0.481 0.976
C: -1.007 -2.358 -1.388
C: -1.633 0.988 0.294
C: 3.579 0.960 -1.144
H: -1.210 2.534 1.512
H: -3.680 -2.204 -0.572
C: -3.596 -0.433 0.656
C: 3.521 2.340 -1.232
Si: 2.309 -0.314 -0.486
C: -0.879 2.220 0.525

Output
LUMO (alpha / beta), eV: -0.449 / -0.406
Multiplicity: 1
Relative energy (zero: lowest compared OMol25 entry of this formula, charge and spin), kcal per mole: 171.6
Total charge: 0
E_HOMO (alpha / beta), Ha: -0.3175 / -0.2577
Calculated total energy, hartree: -756.09818



A structure of composition C12H17BCaN6O at a distorted geometry. Source: OMol25; level of theory: wB97M-V/def2-TZVPD.

CARTESIAN COORDINATES (ANGSTROEM)
H: -2.572 -0.165 -3.806
C: -3.652 -0.588 -1.883
N: -1.504 -0.038 -2.007
C: 0.622 2.928 -2.374
B: -0.106 0.363 -2.491
N: 0.881 -0.759 -2.003
N: 0.263 1.836 -0.468
H: 2.142 -2.546 0.385
H: 1.914 1.119 5.407
H: 0.642 3.418 0.898
C: 1.904 -2.091 -0.580
C: 2.370 -2.419 -1.860
H: -1.303 -2.365 3.895
C: 0.596 3.104 -0.145
Ca: 1.043 0.427 1.059
H: -0.058 0.451 -3.664
H: 0.450 0.075 5.214
H: -4.661 -0.800 -2.127
H: -2.270 -2.273 2.339
H: 1.155 4.844 -1.367
N: 1.033 -1.054 -0.652
H: 2.078 -0.682 5.363
C: 1.695 -1.558 -2.731
H: -3.551 -0.724 0.369
H: -1.863 -0.799 3.235
C: -1.499 -1.806 2.967
C: -2.601 -0.258 -2.747
H: 0.709 3.060 -3.435
C: 1.520 0.184 4.986
H: 3.134 -3.158 -2.111
O: 2.482 0.461 2.713
N: -1.775 -0.227 -0.682
C: 0.848 3.822 -1.317
H: 1.752 -1.433 -3.817
C: -3.076 -0.535 -0.584
H: -0.564 -1.742 2.370
N: 0.262 1.736 -1.847
C: 1.560 0.189 3.499

Output
LUMO, eV: 0.455
Multiplicity: 1
Relative energy (zero: lowest compared OMol25 entry of this formula, charge and spin), kcal per mole: 0.0
Total charge: 0
E_HOMO, Ha: -0.2445
Calculated total energy, hartree: -1573.76690



A structure of composition C12H17BaF4N2O2S2 at a distorted geometry. Source: OMol25; level of theory: wB97M-V/def2-TZVPD.

CARTESIAN COORDINATES (ANGSTROEM)
C: 1.504 1.621 -0.467
H: 0.371 -1.658 4.402
H: -1.069 1.840 0.074
C: -1.328 -0.381 0.769
N: 0.271 -0.076 -1.759
H: -1.810 -1.278 0.396
H: -2.834 1.346 -1.934
H: -1.718 -1.332 2.757
N: 2.652 -0.388 -1.317
C: -0.045 0.055 3.159
C: 3.777 0.056 -1.179
H: -0.874 -0.549 5.098
H: 0.840 -0.112 5.083
H: -2.867 1.217 0.390
H: 0.811 -0.352 2.559
H: 1.160 2.330 -3.456
H: -2.470 -0.318 -1.600
C: -1.491 -0.331 2.404
F: -0.611 -3.066 -0.941
F: 1.386 -3.423 -1.767
F: 1.112 -1.500 -3.389
H: -0.463 1.864 -2.201
F: -0.939 -1.658 -2.870
C: 1.587 0.554 -1.654
S: 5.238 0.516 -1.099
C: 0.278 -1.371 -2.350
C: -2.065 0.692 -1.528
O: 1.304 2.781 -0.793
H: -0.926 0.690 -3.372
S: 2.150 1.472 -3.164
C: -0.753 0.820 -2.305
H: -2.352 0.377 2.692
O: 1.646 1.274 0.751
C: 0.575 -2.500 -1.299
H: -0.223 -0.513 0.574
Ba: -1.102 1.812 1.960
C: -1.816 0.958 -0.047
H: 0.093 1.193 3.271
C: 0.054 -0.629 4.537
H: 0.947 -2.036 -0.385

Output
LUMO, eV: -4.340
Multiplicity: 1
Relative energy (zero: lowest compared OMol25 entry of this formula, charge and spin), kcal per mole: 0.0
Total charge: +1
E_HOMO, Ha: -0.4082
Calculated total energy, hartree: -1948.30596